# 1
# C26H37N2OsSe

A structure of composition C26H37N2OsSe at a distorted geometry (wB97M-V/def2-TZVPD, OMol25).

## Properties
Energy, Ha: -3614.09075
Multiplicity: 5
Energy above the lowest of the compared OMol25 structures with the same formula, charge and spin, kJ/mol: 0.0
Highest occupied orbital energy (alpha / beta), eV: -9.05 / -10.29
Total charge: +1

```
67
Properties=species:S:1:pos:R:3:forces:R:3
C 1.271 -2.551 0.705 0.97 -1.35 -0.41
C 1.635 -1.639 -0.332 1.21 -1.11 -0.58
C 0.712 -1.797 -1.409 1.06 -0.26 -1.12
C -0.235 -2.806 -1.039 0.12 -1.11 -0.50
C 0.096 -3.259 0.283 0.75 -1.79 0.34
Os -0.387 -1.221 0.351 -2.80 5.36 0.24
C -3.319 0.687 -1.079 -0.05 -0.35 0.50
C -3.107 0.090 0.112 0.02 0.30 -0.05
H -3.436 0.578 1.050 0.64 0.12 -0.67
C -2.526 -1.255 0.269 -0.70 -1.18 0.18
H -2.933 -1.967 -0.457 0.14 0.09 0.21
H -2.686 -1.632 1.294 -0.53 -0.12 -0.63
C -3.683 2.140 -1.152 -0.26 0.34 0.12
H -3.069 2.733 -0.459 -0.18 -0.15 -0.12
H -3.507 2.533 -2.154 -0.07 0.02 0.04
H -4.735 2.329 -0.899 0.15 -0.04 -0.12
C -3.213 -0.094 -2.365 0.35 -0.02 -0.37
H -2.261 -0.647 -2.444 -0.27 0.12 0.14
H -4.030 -0.828 -2.483 0.28 0.23 0.21
H -3.262 0.567 -3.237 0.00 -0.07 0.15
C 2.893 -0.829 -0.362 -0.06 0.27 0.12
H 3.058 -0.330 0.597 0.11 -0.17 -0.11
H 3.769 -1.465 -0.569 -0.32 0.10 0.05
H 2.847 -0.031 -1.106 0.05 -0.41 0.09
C 0.898 -1.222 -2.778 0.02 0.14 0.03
H 1.258 -0.193 -2.704 -0.09 -0.18 -0.19
H 1.642 -1.807 -3.339 -0.20 0.10 0.14
H -0.040 -1.234 -3.337 0.15 0.10 -0.01
C -1.247 -3.425 -1.951 -0.09 0.04 0.07
H -1.392 -2.797 -2.834 -0.11 -0.18 0.14
H -0.907 -4.415 -2.287 -0.02 0.26 0.11
H -2.204 -3.553 -1.441 0.06 -0.06 -0.18
C -0.630 -4.299 1.074 0.06 -0.24 -0.05
H -1.687 -4.316 0.793 0.12 -0.05 0.10
H -0.211 -5.298 0.899 -0.10 0.10 0.05
H -0.560 -4.079 2.144 -0.05 -0.11 -0.14
C 2.078 -2.821 1.939 -0.12 0.10 0.14
H 1.433 -3.098 2.778 0.14 0.05 -0.04
H 2.788 -3.645 1.771 -0.24 0.21 -0.07
H 2.659 -1.937 2.221 -0.10 -0.18 0.01
C 2.877 2.123 -1.423 -4.28 0.68 1.21
C 1.421 2.124 -1.763 3.09 0.84 -2.80
C 3.863 2.806 -2.035 0.14 0.00 -1.52
C 1.262 2.558 -3.109 -0.15 0.08 0.95
H 0.443 1.859 -1.359 0.97 -0.55 1.08
C 3.584 3.219 -3.382 -0.04 0.15 0.45
H 4.837 2.995 -1.573 -0.29 -0.29 -0.25
C 2.302 3.087 -3.890 0.22 -0.30 -0.11
H 0.259 2.523 -3.546 0.27 0.05 0.19
H 4.369 3.662 -4.000 -0.22 -0.09 0.31
H 2.075 3.383 -4.921 0.20 -0.05 0.47
C -2.553 1.909 3.378 -0.56 0.01 -0.09
N -1.113 2.076 3.438 0.89 -0.24 -0.18
C -0.455 3.188 3.947 0.40 -0.72 -0.22
C 0.878 2.919 3.900 -0.63 -0.49 -0.23
N 1.016 1.646 3.359 -0.87 0.08 -0.15
C 2.264 0.924 3.195 0.40 -0.14 -0.07
C -0.206 1.136 3.054 0.18 1.43 0.81
Se -0.622 -0.639 2.577 0.10 0.01 2.15
H -3.003 2.173 4.343 0.20 -0.06 -0.23
H -2.765 0.857 3.155 0.02 0.37 0.11
H -2.982 2.542 2.590 0.16 -0.17 0.21
H -0.993 4.043 4.307 -0.03 0.11 0.03
H 1.728 3.490 4.219 0.05 0.08 -0.02
H 3.044 1.470 3.735 -0.15 -0.16 -0.15
H 2.165 -0.087 3.609 -0.01 0.32 -0.07
H 2.535 0.850 2.134 -0.12 0.13 0.32
```
Forces are in eV/Å.

---

# 2
# C2H7N3O

The molecule C2H7N3O at a distorted geometry (wB97M-V/def2-TZVPD, OMol25).

## Properties
Energy, Ha: -319.80214
SMILES: C/C(=N/N)ON
Multiplicity: 1
Energy above the lowest of the compared OMol25 structures with the same formula, charge and spin, kJ/mol: 387.6
Highest occupied orbital energy, eV: -8.24

```
13
Properties=species:S:1:pos:R:3:forces:R:3
C -1.630 1.081 -0.598 0.10 0.11 0.22
C -0.591 0.136 -0.075 0.74 -1.41 1.06
N 1.912 -0.059 -0.105 -0.32 0.39 -0.07
N 0.155 -1.859 0.846 0.27 0.08 0.61
O 0.694 0.678 -0.349 -0.60 0.10 -0.41
N -0.892 -0.954 0.539 0.77 1.52 -0.97
H 2.345 -0.133 -1.027 -0.06 0.22 0.26
H 2.447 0.595 0.469 -0.02 -0.20 -0.33
H 1.082 -1.471 0.618 -0.71 -0.22 0.11
H 0.145 -1.972 1.859 -0.31 -0.31 -0.28
H -2.532 1.026 0.018 0.15 -0.24 -0.21
H -1.274 2.114 -0.561 0.07 -0.18 -0.10
H -1.860 0.818 -1.634 -0.08 0.13 0.10
```
Forces are in eV/Å.